Record 1
Entry from the OMol25 dataset: a 2-piece molecular cluster, CHFI2 overall (ωB97M-V with the def2-TZVPD basis set).

- LUMO level (alpha / beta) (hartree) = -0.0607 / -0.0908
- HOMO-LUMO gap (alpha / beta) (eV) = 7.92 / 6.85
- charge = 0
- largest force on an atom (eV/Å) = 6.12
- HOMO level (alpha / beta) (eV) = -9.570 / -9.316

Last column: natural (NBO) charge in e.
Cartesian coordinates (Å):
C -0.33 -0.22 -0.12  0.168
F -1.26 -0.01 0.84  -0.332
I 1.33 2.24 0.02  -0.169
I 0.97 -1.86 0.29  0.200
H -0.71 -0.14 -1.03  0.134


Record 2
Entry from the OMol25 dataset: C6H7NO4 as an isolated structure (ωB97M-V with the def2-TZVPD basis set).

- LUMO level (hartree) = -0.0041
- HOMO-LUMO gap (eV) = 8.35
- charge = 0
- largest force on an atom (eV/Å) = 4.65
- HOMO level (eV) = -8.456

Last column: natural (NBO) charge in e.
Cartesian coordinates (Å):
C 0.14 1.40 0.24  -0.148
C 0.64 0.24 0.97  -0.348
C -0.89 1.31 -0.59  -0.276
C 0.31 -1.00 0.69  0.274
C -1.57 0.02 -0.82  -0.182
C -0.18 -1.36 -0.60  0.188
N -2.41 -0.28 0.30  0.488
O -3.16 -1.22 0.18  -0.389
O -2.30 0.22 1.45  -0.412
O 0.71 -1.98 1.49  -0.634
O 0.60 -1.34 -1.62  -0.667
H 0.72 2.29 0.49  0.215
H 1.17 0.52 1.86  0.204
H -0.92 2.25 -1.17  0.231
H -2.08 -0.23 -1.72  0.250
H -0.61 -2.34 -0.54  0.211
H 0.89 -1.51 2.31  0.486
H 1.29 -0.67 -1.79  0.508


Record 3
Entry from the OMol25 dataset: C4H9O3P as an isolated structure (ωB97M-V with the def2-TZVPD basis set).

- LUMO level (hartree) = 0.0039
- HOMO-LUMO gap (eV) = 8.92
- charge = 0
- largest force on an atom (eV/Å) = 3.61
- HOMO level (eV) = -8.810

Last column: natural (NBO) charge in e.
Cartesian coordinates (Å):
C -1.39 0.82 -0.89  -0.670
C 0.03 0.42 2.07  -0.242
C 1.95 -0.53 -0.81  -0.264
C -0.29 -0.04 -0.38  0.158
O -2.30 -1.70 -0.97  -1.008
O -0.51 -0.35 1.01  -0.609
O 0.96 0.45 -0.67  -0.513
P -0.88 -1.79 -0.61  1.307
H -2.46 0.60 -0.50  0.263
H -1.48 0.82 -2.00  0.236
H -1.22 1.84 -0.41  0.211
H -0.07 1.44 1.65  0.193
H 1.15 0.10 2.06  0.172
H -0.42 0.18 3.03  0.211
H 2.88 -0.07 -1.18  0.197
H 1.71 -1.30 -1.51  0.180
H 2.35 -0.89 0.09  0.178


Record 4
Entry from the OMol25 dataset: the molecule C4H11N3 (ωB97M-V with the def2-TZVPD basis set).

- LUMO level (hartree) = 0.0246
- HOMO-LUMO gap (eV) = 7.85
- charge = 0
- largest force on an atom (eV/Å) = 3.02
- HOMO level (eV) = -7.177

Last column: natural (NBO) charge in e.
Cartesian coordinates (Å):
C -0.95 0.07 0.10  0.068
C 0.15 -0.08 -0.97  -0.494
C -2.14 -0.86 -0.05  -0.621
C 1.35 0.18 -0.11  0.530
N 2.43 -0.67 -0.18  -0.783
N -1.14 1.40 0.40  -0.942
N 1.45 1.42 0.37  -0.777
H -0.13 -0.47 0.98  0.025
H 3.20 -0.52 0.46  0.390
H 2.25 -1.62 -0.46  0.400
H 0.26 1.76 0.62  0.437
H -1.81 1.49 1.17  0.340
H 2.19 1.56 1.05  0.362
H 0.18 -1.10 -1.37  0.206
H 0.04 0.67 -1.76  0.238
H -1.83 -1.90 -0.15  0.201
H -2.80 -0.77 0.82  0.213
H -2.71 -0.57 -0.93  0.210


Record 5
Entry from the OMol25 dataset: the molecule C5H8O (ωB97M-V with the def2-TZVPD basis set).

- LUMO level (alpha / beta) (hartree) = 0.0298 / -0.0074
- HOMO-LUMO gap (alpha / beta) (eV) = 8.25 / 6.38
- charge = 0
- largest force on an atom (eV/Å) = 2.17
- HOMO level (alpha / beta) (eV) = -7.444 / -6.582

Last column: natural (NBO) charge in e.
Cartesian coordinates (Å):
O -0.25 2.24 1.57  -0.661
C -0.24 1.35 0.58  0.120
C 1.39 -0.42 -1.43  -0.379
C 0.33 -1.24 -1.14  -0.275
C -0.73 -1.06 -0.24  -0.140
C -0.78 0.01 0.75  -0.562
H -0.87 1.97 2.27  0.472
H 0.32 1.69 -0.28  0.167
H 2.19 -0.79 -2.07  0.193
H 1.55 0.57 -1.01  0.183
H 0.31 -2.19 -1.68  0.206
H -1.47 -1.84 -0.13  0.203
H -1.73 0.03 1.32  0.216
H -0.01 -0.33 1.49  0.256


Record 6
Entry from the OMol25 dataset: a 2-piece molecular cluster, C7H15NO2 overall (ωB97M-V with the def2-TZVPD basis set).

- LUMO level (hartree) = 0.0357
- HOMO-LUMO gap (eV) = 9.22
- SMILES = C=C(C)NO.C=C(C)OC
- charge = 0
- largest force on an atom (eV/Å) = 0.56
- HOMO level (eV) = -8.247

Last column: natural (NBO) charge in e.
Cartesian coordinates (Å):
C 1.67 -0.95 -2.81  -0.258
C -2.94 0.02 2.23  -0.648
C -1.98 0.49 1.18  0.157
C -1.30 1.62 1.25  -0.510
O 1.46 -1.19 -1.43  -0.531
H 1.38 -1.87 -3.31  0.201
H 2.73 -0.74 -3.01  0.184
H 1.06 -0.12 -3.17  0.181
H -2.69 -0.98 2.56  0.219
H -2.92 0.69 3.09  0.229
H -3.96 0.01 1.83  0.214
H -1.40 2.29 2.09  0.199
H -0.62 1.92 0.47  0.216
C 1.67 -0.70 0.86  -0.662
N -1.80 -0.46 0.17  -0.338
C 1.84 -0.21 -0.54  0.327
C 2.28 1.00 -0.87  -0.540
O -1.26 0.01 -1.05  -0.578
H -0.40 -0.43 -1.13  0.483
H -2.65 -0.97 -0.05  0.352
H 2.06 0.04 1.56  0.223
H 0.62 -0.87 1.08  0.238
H 2.20 -1.64 0.99  0.222
H 2.38 1.34 -1.88  0.206
H 2.55 1.70 -0.10  0.215


Record 7
Entry from the OMol25 dataset: a 2-piece molecular cluster, H4SSi overall (ωB97M-V with the def2-TZVPD basis set).

- LUMO level (alpha / beta) (hartree) = 0.0251 / -0.0414
- HOMO-LUMO gap (alpha / beta) (eV) = 7.36 / 8.89
- charge = 0
- largest force on an atom (eV/Å) = 2.38
- 2S+1 = 3
- HOMO level (alpha / beta) (eV) = -6.677 / -10.022

Last column: Löwdin spin population.
Cartesian coordinates (Å):
Si -0.13 -0.35 -0.36  0.711
S -2.11 0.47 -0.48  0.235
H -0.50 1.67 -3.12  0.810
H 0.57 0.19 -1.62  0.100
H 0.03 -1.00 0.90  0.078
H -1.78 0.93 -1.77  0.067


Record 8
Entry from the OMol25 dataset: a 2-piece molecular cluster, C3H7N overall (ωB97M-V with the def2-TZVPD basis set).

- LUMO level (hartree) = 0.0328
- HOMO-LUMO gap (eV) = 9.39
- charge = 0
- largest force on an atom (eV/Å) = 3.17
- HOMO level (eV) = -8.499

Last column: natural (NBO) charge in e.
Cartesian coordinates (Å):
C 2.08 -0.60 -0.04  -0.098
C -2.44 0.33 0.09  -0.387
C -1.78 -0.78 -0.14  -0.385
N 2.85 0.42 0.22  -0.741
H 1.30 -0.19 -0.67  0.084
H 3.67 0.28 0.83  0.388
H -3.44 0.36 -0.02  0.183
H -1.87 1.20 0.33  0.184
H -0.68 -0.68 0.00  0.201
H -2.35 -1.68 -0.42  0.202
H 2.67 1.35 -0.19  0.369


Record 9
Entry from the OMol25 dataset: a 2-piece molecular cluster, C3H11N2O overall (ωB97M-V with the def2-TZVPD basis set).

- LUMO level (alpha / beta) (hartree) = -0.4930 / -0.5269
- HOMO-LUMO gap (alpha / beta) (eV) = 2.86 / 2.42
- charge = +2
- largest force on an atom (eV/Å) = 3.21
- 2S+1 = 2
- HOMO level (alpha / beta) (eV) = -16.280 / -16.758

Last column: Löwdin spin population.
Cartesian coordinates (Å):
N -1.43 -3.62 0.25  -0.063
C 0.33 1.50 -0.81  0.199
C -0.86 0.69 -0.39  0.020
O -0.45 -0.72 -0.37  -0.015
C 1.55 1.24 -0.02  0.077
N 1.41 2.21 1.12  0.720
H -1.28 -4.31 -0.50  -0.001
H -1.06 -2.66 0.17  0.000
H -1.75 -3.97 1.16  -0.001
H 0.43 1.94 -1.80  0.008
H -1.05 0.90 0.67  0.005
H -1.81 0.78 -0.91  -0.001
H -0.23 -0.92 -1.30  0.001
H 2.47 1.56 -0.49  0.012
H 1.67 0.29 0.49  0.006
H 0.75 1.90 1.82  0.017
H 1.32 3.21 0.91  0.017


Record 10
Entry from the OMol25 dataset: the molecule C3H4N2 (ωB97M-V with the def2-TZVPD basis set).

- LUMO level (hartree) = 0.0058
- HOMO-LUMO gap (eV) = 8.03
- charge = 0
- largest force on an atom (eV/Å) = 0.42
- HOMO level (eV) = -7.875

Last column: natural (NBO) charge in e.
Cartesian coordinates (Å):
N -0.75 1.15 -1.49  -0.423
C 1.02 0.33 0.96  -0.099
C 0.35 -0.85 0.93  -0.280
C -0.37 -0.79 -0.29  -0.114
N -0.07 0.43 -0.73  -0.041
H -0.15 1.89 -1.89  0.320
H 1.13 0.97 1.83  0.190
H 0.29 -1.61 1.69  0.236
H -1.11 -1.43 -0.76  0.212


Record 11
Entry from the OMol25 dataset: C41H41CuGeN5O4 as an isolated structure (ωB97M-V with the def2-TZVPD basis set).

- LUMO level (alpha / beta) (hartree) = 0.1620 / 0.1620
- HOMO-LUMO gap (alpha / beta) (eV) = 5.42 / 5.35
- charge = -2
- largest force on an atom (eV/Å) = 0.41
- 2S+1 = 2
- HOMO level (alpha / beta) (eV) = -1.007 / -0.938

Last column: Löwdin spin population.
Cartesian coordinates (Å):
Cu 0.97 0.97 0.09  0.164
C 3.83 2.38 -0.66  0.000
N 3.38 1.08 -0.21  0.000
C 3.83 0.83 1.15  0.001
C 3.71 0.01 -1.13  0.000
C 5.04 -0.22 -1.43  0.000
C 5.45 -1.19 -2.34  0.000
C 4.45 -1.94 -2.97  0.000
C 3.12 -1.73 -2.67  0.001
C 2.67 -0.77 -1.72  0.002
N 1.37 -0.51 -1.47  0.026
C 0.42 -1.49 -1.72  0.009
C 0.62 -2.83 -1.31  0.001
C -0.29 -3.83 -1.57  0.000
C -1.47 -3.55 -2.25  -0.001
C -1.73 -2.23 -2.59  0.000
C -0.83 -1.21 -2.32  -0.001
N -1.17 0.15 -2.65  0.000
C -1.85 0.82 -1.56  0.004
C -1.85 0.34 -3.90  0.000
H 4.93 2.48 -0.63  0.000
H 3.40 3.16 -0.03  0.000
H 3.50 2.56 -1.69  0.000
H 4.94 0.79 1.22  0.000
H 3.41 -0.10 1.51  0.002
H 3.46 1.62 1.79  0.000
H 5.79 0.40 -0.94  0.000
H 6.50 -1.35 -2.56  0.000
H 4.72 -2.68 -3.71  0.000
H 2.38 -2.32 -3.20  0.000
H 1.54 -3.06 -0.78  0.000
H -0.09 -4.84 -1.23  0.000
H -2.20 -4.33 -2.45  0.000
H -2.67 -1.98 -3.07  0.000
H -2.89 0.44 -1.43  0.000
H -1.89 1.89 -1.73  0.000
H -1.32 0.65 -0.62  0.005
H -2.91 0.02 -3.89  0.000
H -1.34 -0.20 -4.69  0.000
H -1.85 1.41 -4.14  0.000
C 1.43 1.52 -4.03  0.000
C 1.16 2.67 -3.14  0.000
N 0.93 2.63 -1.84  0.000
C 0.80 3.92 -1.43  0.000
C 0.95 4.78 -2.49  0.000
N 1.18 3.96 -3.57  0.000
C 0.91 6.25 -2.65  0.000
O 0.69 6.94 -1.57  0.000
O 1.06 6.74 -3.76  0.000
C 0.60 4.21 0.02  0.000
O 0.47 5.44 0.35  0.000
O 0.58 3.23 0.77  -0.002
H 1.28 0.61 -3.44  0.000
H 2.45 1.55 -4.41  0.000
H 0.74 1.51 -4.88  0.000
H 1.32 4.31 -4.50  0.000
H 0.58 6.27 -0.69  0.000
C 0.61 -0.23 1.60  0.575
Ge -1.00 -0.89 2.37  0.105
C -0.83 -1.34 4.30  0.018
C -1.81 -2.06 4.98  0.001
C -1.69 -2.33 6.34  0.001
C -0.58 -1.88 7.04  0.000
C 0.41 -1.17 6.38  0.001
C 0.28 -0.90 5.02  0.012
C -1.86 -2.55 1.69  0.014
C -1.42 -3.80 2.13  0.002
C -2.00 -4.98 1.70  0.000
C -3.06 -4.94 0.80  0.001
C -3.50 -3.71 0.33  0.000
C -2.90 -2.53 0.76  0.002
C -2.44 0.46 2.26  0.000
C -3.76 0.19 2.63  0.000
C -4.74 1.17 2.54  0.000
C -4.42 2.44 2.08  0.001
C -3.11 2.72 1.71  0.000
C -2.13 1.74 1.81  0.001
H 1.28 -1.11 1.51  0.039
H -2.67 -2.44 4.44  0.000
H -2.47 -2.89 6.85  0.000
H -0.48 -2.09 8.10  0.000
H 1.28 -0.82 6.92  0.000
H 1.05 -0.34 4.50  0.013
H -0.60 -3.85 2.85  0.000
H -1.63 -5.93 2.07  0.000
H -3.52 -5.85 0.45  0.000
H -4.31 -3.66 -0.40  0.000
H -3.26 -1.59 0.38  0.000
H -4.04 -0.80 2.97  0.000
H -5.77 0.94 2.82  0.000
H -5.18 3.20 2.00  0.000
H -2.84 3.70 1.35  0.000
H -1.11 1.97 1.52  -0.001


Record 12
Entry from the OMol25 dataset: C7H3Cl16N2O2S as an isolated structure (ωB97M-V with the def2-TZVPD basis set).

- LUMO level (hartree) = 0.0426
- HOMO-LUMO gap (eV) = 5.57
- charge = -1
- largest force on an atom (eV/Å) = 9.30
- HOMO level (eV) = -4.406

Last column: natural (NBO) charge in e.
Cartesian coordinates (Å):
N -3.77 -0.79 4.19  -0.856
C -3.85 0.50 3.38  -0.010
N -5.22 0.80 2.82  -0.467
C -6.17 0.72 3.84  0.291
S -7.43 1.21 4.91  -0.031
C -3.17 1.72 4.25  0.687
O -1.94 1.54 4.79  -0.757
O -3.86 3.01 4.43  -0.797
H -4.12 -0.64 5.18  0.361
H -2.73 -0.94 4.33  0.383
H -3.14 0.32 2.44  0.193
C -2.23 -0.43 -0.95  -0.204
Cl -3.13 0.12 0.49  0.102
Cl -2.74 0.53 -2.37  0.036
Cl -0.48 -0.20 -0.68  0.036
Cl -2.57 -2.15 -1.25  0.039
C 3.77 -0.76 -1.91  -0.206
Cl 4.37 -2.25 -1.14  0.045
Cl 3.61 -1.02 -3.66  0.041
Cl 2.18 -0.34 -1.22  0.056
Cl 4.92 0.57 -1.61  0.049
C 2.57 -4.26 -6.49  -0.210
Cl 2.50 -2.49 -6.38  0.055
Cl 3.76 -4.73 -7.74  0.047
Cl 3.05 -4.95 -4.92  0.058
Cl 0.96 -4.89 -6.94  0.054
C 4.97 3.96 0.44  -0.210
Cl 6.44 3.40 -0.39  0.037
Cl 5.15 3.73 2.20  0.059
Cl 4.72 5.69 0.10  0.050
Cl 3.57 3.03 -0.14  0.068